5 unconnected molecules or ions with the total composition C22H56N4O5, computed with wB97M-V/def2-TZVPD.

Last column: Mulliken charge in e.
Cartesian coordinates (Å):
C 0.711 -4.233 -2.577  -1.81
C -0.381 -3.176 -2.278  1.52
C -0.002 -1.885 -3.129  -1.87
C -1.703 -3.726 -2.766  -1.19
C -2.341 -4.673 -1.764  -0.80
C -2.502 -3.958 -0.410  -0.93
C -1.150 -3.510 0.207  1.75
C -1.516 -2.663 1.473  -1.59
C -0.302 -4.706 0.629  -1.84
N -0.434 -2.732 -0.867  0.69
O 0.773 -2.320 -0.402  -0.44
H 0.803 -4.400 -3.650  0.45
H 1.660 -3.766 -2.316  0.52
H 0.741 -5.207 -2.089  0.24
H -0.692 -1.078 -2.884  0.28
H 1.022 -1.605 -2.882  0.41
H -0.090 -2.119 -4.191  0.47
H -2.420 -2.920 -2.921  0.27
H -1.565 -4.063 -3.794  0.51
H -3.306 -4.903 -2.215  0.41
H -1.780 -5.603 -1.670  0.37
H -3.019 -4.602 0.302  0.47
H -3.217 -3.137 -0.452  -0.11
H -2.560 -2.351 1.507  0.22
H -0.906 -1.764 1.559  0.32
H -1.516 -3.204 2.420  0.30
H -0.667 -5.038 1.601  0.51
H 0.723 -4.405 0.843  0.37
H -0.353 -5.519 -0.095  0.27
H 1.337 -3.092 -0.494  0.29
C -0.664 0.654 5.640  -0.59
O 0.140 1.671 5.078  -0.29
C 1.470 1.227 4.706  -0.73
C 2.390 2.418 4.196  0.43
C 2.070 2.839 2.746  -1.42
N 3.709 1.960 4.284  -0.74
H -1.639 1.122 5.776  0.25
H -0.221 0.120 6.480  0.31
H -0.710 -0.163 4.921  0.17
H 1.970 0.798 5.575  0.39
H 1.471 0.476 3.917  0.28
H 2.391 3.277 4.867  0.25
H 1.960 2.005 2.053  0.26
H 2.705 3.629 2.344  0.45
H 1.048 3.219 2.749  0.43
H 4.211 2.464 3.568  0.28
H 3.682 1.049 3.850  0.29
C 3.093 2.924 -1.228  -0.67
O 3.892 3.525 -2.246  -0.35
C 5.249 3.294 -2.077  -0.53
C 6.094 4.186 -2.977  0.39
C 6.065 3.559 -4.365  -1.38
N 7.555 4.180 -2.606  -0.77
H 2.051 3.225 -1.336  0.29
H 3.378 3.126 -0.196  0.23
H 3.125 1.835 -1.190  0.33
H 5.582 3.589 -1.082  0.25
H 5.435 2.241 -2.288  0.26
H 5.786 5.231 -3.022  0.38
H 5.076 3.174 -4.610  0.32
H 6.796 2.774 -4.560  0.34
H 6.282 4.236 -5.192  0.35
H 7.572 4.613 -1.694  0.26
H 7.823 3.237 -2.360  0.28
C -5.345 2.268 2.457  -0.75
O -5.506 1.069 1.790  -0.31
C -5.259 1.224 0.395  -0.78
C -5.199 -0.203 -0.255  1.03
C -4.646 -0.300 -1.683  -1.36
N -6.523 -0.688 -0.330  -0.74
H -4.329 2.662 2.489  0.27
H -5.676 2.108 3.483  0.28
H -5.933 3.129 2.139  0.32
H -5.986 1.891 -0.068  0.30
H -4.259 1.609 0.192  0.34
H -4.637 -0.886 0.382  -0.19
H -5.272 0.334 -2.311  0.48
H -4.637 -1.300 -2.115  0.34
H -3.616 0.053 -1.732  0.21
H -7.055 -0.278 -1.084  0.27
H -7.010 -0.388 0.503  0.27
C -0.389 1.228 0.136  -0.09
O 0.484 1.073 -0.945  -0.40
H 0.041 0.969 1.104  -0.02
H -0.585 2.300 0.177  0.36
H -1.291 0.632 -0.003  -0.02
H 0.437 0.133 -1.137  0.14

- Net charge: 0
- HOMO energy: -8.68 eV
- Energy above the lowest of the compared OMol25 structures with the same formula, charge and spin: 54.3 kcal per mole
- Orbital gap: 9.16 eV
- SMILES string: CC1(C)CCCC(C)(C)N1O.COC[C@H](C)N.COC[C@H](C)N.COC[C@H](C)N.CO
- Energy: -1466.84991 Ha
- Spin multiplicity: 1



9 unconnected molecules or ions with the total composition C22H57F2N8O14S2, computed with wB97M-V/def2-TZVPD.

Last column: Mulliken charge in e.
Cartesian coordinates (Å):
N 1.438 -1.114 -0.944  -0.92
S 0.160 -1.167 -1.757  0.93
O -0.448 0.054 -2.300  -0.33
O -0.610 -2.381 -1.491  -0.75
F 1.047 -1.408 -3.085  -0.42
S 0.707 -0.285 0.291  0.61
O -0.114 -1.107 1.154  -0.15
O 0.381 1.096 -0.022  -0.45
F 2.017 -0.136 1.159  -0.40
C -4.553 1.678 -1.118  -1.19
C -3.626 0.462 -0.921  0.08
O -2.547 0.584 -0.333  0.05
N -4.145 -0.858 -1.493  0.12
H -5.120 -0.834 -1.756  0.49
H -3.748 -1.003 -2.410  0.23
C -3.782 -2.106 -0.725  -0.59
H -5.622 1.583 -0.926  0.49
H -4.431 2.050 -2.135  0.35
H -4.267 2.369 -0.325  0.18
H -4.112 -2.036 0.311  0.31
H -2.697 -2.211 -0.695  0.10
H -4.245 -2.947 -1.241  0.43
C -4.925 2.737 4.336  -0.99
C -4.258 2.171 3.111  0.35
O -3.734 2.854 2.232  -0.39
N -4.225 0.649 2.977  0.11
H -4.734 0.230 3.742  0.46
H -4.742 0.369 2.156  0.30
C -2.832 -0.021 3.008  -0.69
H -4.145 3.328 4.816  0.33
H -5.127 1.995 5.109  0.37
H -5.782 3.356 4.071  0.35
H -2.629 -0.210 4.062  0.47
H -2.097 0.619 2.520  -0.06
H -2.874 -0.957 2.451  0.35
C -1.019 2.621 -5.033  -0.91
C -1.921 1.445 -4.898  0.53
O -3.080 1.555 -4.450  -0.54
N -1.456 0.117 -5.360  -0.01
H -0.471 0.023 -5.156  0.32
H -1.943 -0.523 -4.748  0.27
C -1.816 -0.216 -6.878  -0.73
H -1.135 3.113 -5.998  0.40
H 0.004 2.550 -4.664  0.19
H -1.520 3.262 -4.307  0.36
H -1.829 0.643 -7.549  0.35
H -2.813 -0.651 -6.817  0.36
H -1.104 -0.988 -7.170  0.39
C -0.790 3.808 1.075  -0.59
C 0.291 4.647 1.758  0.16
O 0.153 5.821 2.226  -0.41
N 1.675 3.896 1.920  0.08
H 2.056 4.382 2.720  0.42
H 1.492 2.923 2.122  0.18
C 2.528 4.266 0.744  -0.90
H -0.650 3.580 0.019  0.28
H -1.769 4.282 1.147  0.52
H -1.048 3.104 1.866  0.14
H 2.870 5.282 0.937  0.40
H 2.055 4.180 -0.235  0.27
H 3.403 3.616 0.746  0.46
C 3.903 -5.041 -1.742  -1.04
C 2.525 -4.361 -1.435  0.63
O 1.420 -4.595 -2.013  -0.41
N 2.496 -3.449 -0.205  0.63
H 3.380 -3.207 0.220  0.57
H 2.252 -2.531 -0.548  -0.17
C 1.602 -4.002 0.975  -0.65
H 4.566 -4.233 -2.050  0.24
H 3.947 -5.722 -2.592  0.38
H 4.216 -5.565 -0.838  0.37
H 1.719 -5.075 1.122  0.48
H 0.559 -3.927 0.670  0.29
H 1.744 -3.354 1.840  0.04
C 4.066 0.754 4.080  -1.00
C 3.549 -0.662 4.542  0.76
O 4.245 -1.655 4.763  -0.37
N 2.039 -0.677 5.050  -0.09
H 2.023 -0.948 6.022  0.39
H 1.478 0.163 5.034  0.32
C 1.294 -1.764 4.258  -0.91
H 5.148 0.749 3.945  0.39
H 3.800 1.594 4.721  0.44
H 3.776 1.037 3.068  0.06
H 1.154 -1.411 3.237  0.10
H 0.342 -1.744 4.789  0.46
H 1.888 -2.666 4.405  0.41
C 2.577 1.790 -3.025  -0.57
C 3.605 1.475 -1.973  0.34
O 4.042 2.295 -1.250  -0.41
N 3.730 -0.002 -1.611  0.64
H 4.064 -0.082 -0.661  0.51
H 2.792 -0.316 -1.409  -0.39
C 4.484 -0.917 -2.598  -1.01
H 1.572 1.923 -2.624  -0.06
H 2.653 0.893 -3.640  0.36
H 2.759 2.681 -3.626  0.63
H 4.022 -1.185 -3.548  0.35
H 4.750 -1.845 -2.091  0.44
H 5.396 -0.398 -2.894  0.44
O -1.786 -2.874 1.815  -0.30
C -1.593 -3.986 2.495  0.65
O -2.451 -4.882 2.414  -0.69
O -0.511 -4.058 3.161  -0.66
H -0.979 -2.361 1.902  0.26

- Net charge: +5
- HOMO energy: -16.83 eV
- Energy above the lowest of the compared OMol25 structures with the same formula, charge and spin: 275.1 kcal per mole
- Orbital gap: 3.74 eV
- Energy: -3357.72386 Ha
- Spin multiplicity: 1



5 unconnected molecules or ions with the total composition C22H57N3O9, computed with wB97M-V/def2-TZVPD.

Last column: Mulliken charge in e.
Cartesian coordinates (Å):
C -3.870 -1.878 2.359  -0.49
O -2.598 -2.416 2.631  -0.51
C -1.569 -1.965 1.753  0.61
C -1.673 -2.531 0.343  -0.58
N -0.541 -2.152 -0.517  -0.45
C -0.285 -0.750 -0.686  2.94
C 0.496 -0.614 -2.017  -2.12
O 1.067 0.459 -2.314  0.17
C 1.635 0.411 -3.590  -0.99
H -4.557 -2.191 3.159  0.35
H -4.281 -2.332 1.463  0.27
H -3.900 -0.787 2.294  0.09
H -0.591 -2.187 2.177  0.39
H -1.454 -0.841 1.728  -0.54
H -2.597 -2.261 -0.096  0.29
H -1.652 -3.629 0.331  0.30
H -0.624 -2.455 -1.478  0.35
H 0.421 -0.562 0.111  -1.51
H -1.128 -0.107 -0.623  -0.41
H -0.271 -0.848 -2.729  0.74
H 1.198 -1.436 -1.953  0.34
H 2.112 1.326 -3.867  0.32
H 0.920 0.148 -4.361  0.34
H 2.423 -0.326 -3.665  0.31
C -0.820 1.750 2.395  -0.96
O 0.503 1.541 2.862  -0.39
C 0.867 0.216 3.039  0.90
C 2.279 0.184 3.465  -0.83
N 2.612 -1.170 3.788  -0.27
C 3.890 -1.078 4.459  -0.60
C 4.402 -2.404 4.889  -0.35
O 5.534 -2.480 5.379  -0.31
C 6.682 -2.366 4.547  -0.73
H -0.968 2.803 2.414  0.38
H -1.630 1.332 2.971  0.56
H -1.082 1.427 1.389  0.19
H 0.754 -0.270 2.075  -0.96
H 0.193 -0.351 3.681  0.39
H 2.349 0.777 4.375  0.40
H 2.933 0.616 2.697  0.35
H 2.726 -1.665 2.892  0.24
H 3.787 -0.417 5.341  0.24
H 4.605 -0.536 3.843  0.33
H 4.317 -3.201 4.146  0.38
H 3.764 -2.665 5.739  0.21
H 7.532 -2.288 5.207  0.27
H 6.758 -1.469 3.901  0.29
H 6.865 -3.240 3.949  0.31
C -4.739 2.187 1.664  -0.48
O -5.040 0.961 1.021  -0.49
C -4.053 0.530 0.065  0.82
C -4.207 1.386 -1.177  -1.74
N -3.274 0.912 -2.170  0.24
C -3.468 1.408 -3.525  -1.05
C -2.334 0.868 -4.396  -0.18
O -2.184 1.298 -5.512  -0.30
C -3.124 0.745 -6.422  -0.78
H -5.381 2.086 2.545  0.28
H -5.030 3.101 1.111  0.31
H -3.668 2.274 1.926  0.09
H -4.338 -0.472 -0.198  0.24
H -3.049 0.504 0.514  -0.22
H -4.085 2.448 -0.913  0.46
H -5.275 1.280 -1.444  0.47
H -3.354 -0.117 -2.284  0.16
H -3.481 2.539 -3.539  0.27
H -4.330 0.958 -3.924  0.64
H -2.398 -0.221 -4.321  0.40
H -1.364 1.069 -3.870  -0.26
H -4.141 0.753 -6.137  0.33
H -2.733 -0.293 -6.678  0.25
H -3.108 1.268 -7.324  0.37
O 3.108 0.111 -0.515  -0.35
C 4.303 -0.049 -1.152  -0.39
C 4.336 -1.439 -1.692  -0.03
O 5.399 -1.392 -2.614  -0.53
H 2.408 0.305 -1.173  0.10
H 4.243 0.731 -1.874  0.29
H 5.240 0.155 -0.525  0.28
H 3.419 -1.627 -2.268  -0.03
H 4.479 -2.242 -0.942  0.25
H 5.106 -1.988 -3.303  0.32
C 0.745 2.790 -0.627  -0.81
C -0.520 2.879 -1.384  1.34
O -1.625 2.834 -0.491  -0.60
H 0.798 3.448 0.241  0.42
H 1.575 3.001 -1.290  0.36
H 0.902 1.755 -0.199  -0.19
H -0.609 2.085 -2.100  -1.04
H -0.477 3.771 -2.018  0.40
H -2.206 2.283 -0.980  0.09

- Net charge: 0
- HOMO energy: -8.78 eV
- Energy above the lowest of the compared OMol25 structures with the same formula, charge and spin: 0.0 kcal per mole
- Orbital gap: 9.13 eV
- SMILES string: COCCNCCOC.COCCNCCOC.COCCNCCOC.OCCO.CCO
- Energy: -1713.49084 Ha
- Spin multiplicity: 1



A molecular structure, C22H58Mg2O9, computed with wB97M-V/def2-TZVPD.

Last column: Mulliken charge in e.
Cartesian coordinates (Å):
Mg -22.681 -7.701 5.344  0.55
Mg -20.348 -9.570 4.162  0.83
C -19.843 -10.009 7.475  -2.10
C -20.523 -8.709 7.104  1.39
C -19.568 -7.555 7.351  -1.12
O -21.031 -8.702 5.785  0.17
H -20.563 -10.840 7.464  0.45
H -19.350 -10.027 8.449  0.34
H -19.109 -10.364 6.740  0.38
H -21.417 -8.657 7.745  -0.31
H -19.814 -6.666 6.761  0.09
H -18.524 -7.761 7.096  0.40
H -19.644 -7.233 8.394  0.35
C -22.368 -7.197 1.411  -1.34
C -23.228 -8.062 2.325  0.83
C -23.696 -9.314 1.605  -1.57
O -22.524 -8.362 3.492  -0.14
H -21.550 -7.787 0.982  0.30
H -21.915 -6.380 1.974  0.14
H -22.954 -6.793 0.581  0.45
H -24.152 -7.499 2.569  0.07
H -24.390 -9.121 0.775  0.36
H -24.209 -10.067 2.207  0.31
H -22.867 -9.799 1.069  0.31
C -23.281 -3.471 5.513  -1.56
C -22.668 -4.727 4.907  0.97
C -21.173 -4.527 4.654  -0.16
O -22.942 -5.838 5.655  -1.02
H -23.386 -2.608 4.853  0.38
H -22.657 -3.199 6.376  0.28
H -24.269 -3.660 5.939  0.36
H -23.097 -4.822 3.886  -0.01
H -20.793 -5.264 3.944  -0.41
H -20.652 -4.512 5.618  -0.31
H -20.938 -3.559 4.193  0.55
C -16.911 -11.217 2.677  -1.23
C -17.875 -11.637 3.775  0.41
C -17.178 -12.274 4.972  -1.44
O -18.748 -10.614 4.147  -0.18
H -16.396 -12.142 2.393  0.42
H -16.188 -10.520 3.105  0.28
H -17.402 -10.833 1.788  0.23
H -18.542 -12.436 3.402  0.19
H -17.896 -12.508 5.756  0.30
H -16.388 -11.632 5.371  0.31
H -16.747 -13.218 4.626  0.45
C -26.532 -8.095 6.262  -1.42
C -25.360 -8.539 5.430  0.27
O -24.153 -8.647 6.224  -0.34
H -27.458 -7.980 5.699  0.38
H -26.310 -7.077 6.609  0.34
H -26.713 -8.676 7.167  0.39
H -25.203 -7.955 4.526  -0.01
H -25.531 -9.552 5.042  0.30
H -24.360 -9.038 7.077  0.26
C -18.412 -7.792 11.515  -0.55
C -16.999 -8.327 11.311  -0.31
O -16.864 -9.603 11.928  -0.54
H -19.106 -8.463 11.012  -0.16
H -18.535 -6.768 11.155  0.27
H -18.742 -7.762 12.558  0.43
H -16.251 -7.618 11.671  0.30
H -16.908 -8.407 10.221  0.21
H -16.641 -10.262 11.269  0.32
C -18.375 -3.622 8.226  -0.97
C -17.374 -4.751 8.277  0.26
O -16.957 -4.931 6.914  -0.53
H -17.834 -2.749 7.854  0.33
H -18.812 -3.365 9.192  0.36
H -19.196 -3.777 7.525  0.07
H -17.784 -5.695 8.643  -0.14
H -16.506 -4.440 8.865  0.40
H -16.131 -5.409 6.816  0.27
C -17.684 -7.541 1.964  -1.19
C -18.843 -6.905 2.706  -0.25
O -19.286 -7.741 3.788  -0.06
H -16.803 -7.624 2.609  0.34
H -17.365 -6.894 1.145  0.44
H -17.932 -8.550 1.645  0.12
H -19.665 -6.790 2.002  0.10
H -18.559 -5.955 3.157  0.32
H -18.675 -7.586 4.517  -0.01
C -21.887 -8.885 11.444  -0.34
C -22.966 -7.833 11.400  -0.35
O -23.618 -7.827 10.132  -0.45
H -22.328 -9.882 11.344  0.31
H -21.285 -8.857 12.353  0.36
H -21.190 -8.860 10.603  -0.26
H -22.530 -6.833 11.534  0.26
H -23.678 -7.924 12.219  0.29
H -23.092 -7.307 9.518  0.23

- Net charge: 0
- HOMO energy: -8.07 eV
- Orbital gap: 8.22 eV
- Energy: -1950.50111 Ha
- Spin multiplicity: 1



8 unconnected molecules or ions with the total composition C22H58O8PS, computed with wB97M-V/def2-TZVPD.

Last column: Mulliken charge in e.
Cartesian coordinates (Å):
C -4.301 0.866 -1.914  0.50
C -3.132 1.114 -1.890  -0.74
S -1.436 1.376 -2.053  -0.08
C -1.293 3.198 -1.887  -0.73
C -1.352 3.841 -3.279  -0.74
C -2.383 3.254 -4.241  -0.11
C -2.494 4.152 -5.486  -0.98
O -3.507 5.124 -5.341  -0.46
P -0.303 0.515 -0.475  0.20
C -0.946 1.012 1.163  -0.82
C -0.171 -1.294 -0.679  -0.65
H -5.339 0.907 -2.082  0.47
H -2.032 3.572 -1.190  0.52
H -0.308 3.344 -1.457  0.56
H -0.376 3.743 -3.736  0.32
H -1.606 4.887 -3.145  0.33
H -3.362 3.139 -3.788  0.13
H -2.111 2.265 -4.602  0.41
H -2.792 3.485 -6.295  0.33
H -1.543 4.593 -5.751  0.41
H -4.332 4.641 -5.268  0.27
H -1.626 0.311 1.629  0.48
H -1.458 1.962 1.025  0.06
H -0.078 1.225 1.770  0.39
H 0.857 -1.562 -0.424  0.07
H -0.881 -1.873 -0.104  0.41
H -0.282 -1.511 -1.737  0.34
C 3.882 -4.216 1.283  -0.73
C 2.943 -3.982 0.116  -0.32
O 2.993 -2.619 -0.323  -0.50
H 3.629 -3.563 2.116  0.17
H 3.833 -5.252 1.620  0.18
H 4.913 -3.990 1.001  0.34
H 1.913 -4.189 0.406  0.30
H 3.201 -4.633 -0.724  0.30
H 3.897 -2.435 -0.591  0.27
C -5.188 6.026 -2.666  -0.93
C -5.853 4.703 -2.333  0.08
O -6.869 4.851 -1.350  -0.55
H -4.752 6.471 -1.770  0.32
H -4.402 5.888 -3.409  0.21
H -5.917 6.740 -3.056  0.37
H -5.122 4.000 -1.927  0.00
H -6.295 4.258 -3.235  0.23
H -7.529 5.458 -1.698  0.32
C 7.301 -1.616 3.824  -0.97
C 6.031 -1.010 3.259  -0.23
O 4.919 -1.887 3.456  -0.46
H 7.507 -2.576 3.349  0.20
H 8.158 -0.958 3.672  0.36
H 7.193 -1.802 4.895  0.31
H 6.129 -0.846 2.187  0.27
H 5.815 -0.049 3.736  0.26
H 4.824 -2.023 4.403  0.28
C 5.218 -7.023 3.750  -0.83
C 6.500 -6.692 4.489  -0.32
O 6.989 -5.405 4.109  -0.46
H 5.385 -7.001 2.672  0.23
H 4.846 -8.010 4.030  0.29
H 4.445 -6.282 3.973  0.29
H 7.277 -7.416 4.250  0.30
H 6.337 -6.707 5.571  0.25
H 6.309 -4.761 4.332  0.24
C -2.123 5.105 4.010  -1.18
C -2.071 4.019 2.954  -0.14
O -1.272 4.422 1.835  -0.48
H -2.534 6.023 3.589  0.29
H -2.740 4.800 4.856  0.35
H -1.121 5.337 4.376  0.35
H -3.070 3.804 2.577  0.32
H -1.653 3.095 3.370  0.23
H -0.385 4.604 2.161  0.28
C 2.429 -11.426 4.644  -1.00
C 3.483 -11.022 5.658  -0.23
O 3.542 -9.604 5.808  -0.48
H 2.638 -10.970 3.676  0.25
H 2.395 -12.509 4.523  0.33
H 1.440 -11.081 4.957  0.32
H 4.469 -11.350 5.334  0.28
H 3.273 -11.476 6.632  0.28
H 2.678 -9.306 6.106  0.27
C -5.860 7.069 -6.902  -0.78
C -5.923 6.147 -8.106  -0.22
O -5.207 6.688 -9.209  -0.51
H -6.272 8.047 -7.149  0.35
H -6.421 6.653 -6.061  0.20
H -4.825 7.222 -6.590  0.21
H -6.953 6.008 -8.430  0.33
H -5.505 5.162 -7.859  0.16
H -4.292 6.804 -8.937  0.29

- Net charge: +1
- HOMO energy: -11.41 eV
- Orbital gap: 8.53 eV
- Energy: -2214.04765 Ha
- Spin multiplicity: 1